Entry 1:
{"formula": "C6H9CdLiO5", "method": "wB97M-V/def2-TZVPD", "e_tot_ha": -785.342496, "e_homo_ev": -5.77, "gap_ha": 0.19204, "species": ["O", "C", "C", "O", "Cd", "H", "H", "O", "C", "C", "O", "C", "C", "O", "Li", "H", "H", "H", "H", "H", "H", "H"], "xyz": [[2.497, 0.962, -0.611], [2.874, 0.141, 0.262], [2.581, -1.303, -0.074], [1.372, -1.411, -0.714], [0.673, 0.319, -1.367], [3.376, 0.266, 1.238], [3.449, -1.726, -0.626], [-1.959, -0.949, 0.146], [-1.616, -0.326, 1.400], [-0.489, 0.572, 1.280], [-0.501, 1.403, -0.009], [-1.797, 1.365, -0.598], [-2.036, -0.088, -1.016], [-1.047, -0.486, -1.879], [-0.385, -2.028, -0.710], [-2.513, 0.165, 1.805], [-0.415, 1.289, 2.108], [-1.776, 2.004, -1.491], [-2.552, 1.745, 0.103], [-3.045, -0.212, -1.449], [0.685, 0.120, 1.294], [2.623, -1.824, 0.909]]}

Entry 2:
{"formula": "C5H15N6O2", "method": "wB97M-V/def2-TZVPD", "e_tot_ha": -678.072277, "charge": 1, "e_homo_ev": -13.31, "smiles": "CCC[C@H]([NH3+])C(N)(NN=O)NN=O", "gap_ha": 0.34145, "species": ["C", "C", "C", "C", "C", "N", "N", "N", "N", "N", "N", "O", "O", "H", "H", "H", "H", "H", "H", "H", "H", "H", "H", "H", "H", "H", "H", "H"], "xyz": [[3.551, 0.251, 0.461], [2.235, -0.432, 0.904], [1.081, 0.223, 0.111], [-0.313, -0.376, 0.453], [-1.521, 0.314, -0.380], [-2.854, -1.412, 0.316], [-0.830, 2.478, 0.410], [-0.369, -1.755, 0.146], [-2.743, -0.105, 0.087], [-1.362, 1.770, -0.567], [-1.355, -0.264, -1.732], [-3.952, -1.805, 0.717], [-0.630, 3.660, 0.200], [3.772, 0.181, -0.638], [4.376, -0.278, 1.070], [3.682, 1.348, 0.688], [2.067, -0.424, 1.918], [2.438, -1.403, 0.599], [1.331, 0.110, -0.950], [1.106, 1.221, 0.361], [-0.433, -0.157, 1.511], [-1.171, -2.154, 0.460], [0.565, -2.050, 0.500], [-3.615, 0.462, 0.096], [-1.492, 2.178, -1.475], [-0.565, -1.417, -0.829], [-2.372, -0.333, -2.126], [-0.628, 0.167, -2.310]]}

Entry 3:
{"formula": "C38H46BrHgN3O4Sb", "method": "wB97M-V/def2-TZVPD", "s2": 0.7601, "e_tot_ha": -4908.453909, "e_homo_ev": [-7.22, -7.22], "gap_ha": [0.26370, 0.17537], "spin_multiplicity": 2, "species": ["Hg", "C", "O", "C", "C", "C", "Br", "C", "C", "C", "O", "C", "N", "C", "C", "C", "C", "C", "C", "N", "H", "H", "H", "H", "H", "H", "H", "H", "H", "H", "H", "C", "C", "C", "Sb", "C", "C", "C", "C", "C", "C", "H", "H", "H", "H", "H", "H", "H", "H", "H", "H", "H", "H", "H", "H", "H", "H", "H", "H", "H", "H", "H", "C", "C", "C", "C", "C", "C", "N", "C", "C", "C", "C", "C", "C", "C", "O", "O", "C", "C", "H", "H", "H", "H", "H", "H", "H", "H", "H", "H", "H", "H", "H", "H"], "xyz": [[-2.125, 1.268, 0.560], [-3.448, -0.643, 3.856], [-2.123, -0.544, 3.287], [-1.124, -1.266, 3.851], [-1.328, -2.280, 4.788], [-0.168, -2.861, 5.386], [-0.391, -4.122, 6.786], [1.119, -2.518, 5.082], [1.342, -1.509, 4.103], [0.217, -0.848, 3.469], [0.376, 0.208, 2.668], [2.609, -0.915, 3.835], [2.779, 0.057, 2.927], [4.138, 0.405, 2.942], [4.852, 1.208, 2.098], [6.248, 1.229, 2.248], [6.863, 0.459, 3.258], [6.163, -0.375, 4.135], [4.783, -0.421, 3.940], [3.803, -1.226, 4.476], [-3.412, -0.494, 4.941], [-3.971, -1.594, 3.665], [-4.028, 0.158, 3.373], [-2.301, -2.616, 5.071], [1.946, -2.991, 5.601], [1.504, 0.360, 2.669], [4.364, 1.752, 1.310], [6.851, 1.871, 1.614], [7.940, 0.515, 3.363], [6.621, -0.952, 4.917], [4.004, -2.002, 5.138], [0.512, 4.725, -2.831], [1.196, 3.381, -2.925], [0.790, 2.735, -4.264], [0.604, 2.050, -1.214], [2.092, 0.343, -1.445], [1.439, -0.717, -2.315], [3.406, 0.882, -2.011], [1.733, 3.020, 0.444], [2.737, 4.045, -0.046], [0.685, 3.645, 1.364], [0.988, 5.342, -3.603], [0.605, 5.237, -1.828], [-0.557, 4.626, -3.066], [2.306, 3.456, -2.815], [-0.310, 2.678, -4.331], [1.178, 1.718, -4.371], [1.151, 3.362, -5.107], [2.186, 0.037, -0.404], [1.103, -0.311, -3.281], [0.625, -1.234, -1.825], [2.191, -1.474, -2.567], [3.288, 1.411, -2.955], [4.070, 0.015, -2.170], [3.939, 1.595, -1.349], [2.274, 2.239, 0.991], [2.280, 4.766, -0.748], [3.615, 3.587, -0.547], [3.081, 4.639, 0.826], [-0.040, 4.254, 0.784], [1.172, 4.332, 2.058], [0.166, 2.874, 1.927], [-1.328, -2.202, -4.821], [-2.211, -1.061, -4.322], [-2.034, 0.274, -4.701], [-2.677, 1.266, -3.961], [-3.517, 0.979, -2.895], [-3.738, -0.354, -2.529], [-4.380, -0.631, -1.322], [-4.304, -1.788, -0.492], [-5.521, -2.271, -0.002], [-5.578, -3.451, 0.728], [-4.394, -4.157, 1.022], [-3.193, -3.705, 0.516], [-3.087, -2.487, -0.221], [-1.709, -2.013, -0.565], [-1.047, -2.817, -1.263], [-1.259, -0.894, -0.074], [-3.239, -1.401, -3.394], [-3.761, -2.795, -3.239], [-0.417, -1.891, -5.339], [-1.874, -2.856, -5.503], [-1.060, -2.854, -3.968], [-1.335, 0.568, -5.456], [-2.638, 2.305, -4.284], [-4.050, 1.772, -2.370], [-4.919, 0.137, -0.959], [-6.458, -1.715, -0.245], [-6.532, -3.807, 1.084], [-4.389, -5.022, 1.644], [-2.286, -4.189, 0.740], [-4.758, -2.820, -2.767], [-3.095, -3.362, -2.598], [-3.823, -3.329, -4.175]]}

Entry 4:
{"formula": "C24H34Cl3FeN3O3PSi", "method": "wB97M-V/def2-TZVPD", "s2": 8.7852, "e_tot_ha": -4600.287775, "e_homo_ev": [-4.08, -7.46], "gap_ha": [0.14089, 0.26532], "spin_multiplicity": 6, "species": ["Fe", "C", "N", "C", "C", "C", "N", "C", "C", "C", "C", "C", "C", "C", "O", "C", "C", "C", "N", "C", "C", "C", "C", "C", "C", "C", "O", "H", "H", "H", "H", "H", "H", "H", "H", "H", "H", "H", "H", "H", "H", "H", "H", "H", "H", "H", "H", "H", "H", "H", "H", "H", "C", "P", "C", "C", "O", "H", "H", "H", "H", "H", "H", "H", "H", "H", "Cl", "Si", "Cl", "Cl"], "xyz": [[0.154, -0.575, -0.198], [2.107, -2.798, -1.090], [2.031, -2.093, 0.195], [3.176, -1.178, 0.255], [3.441, -0.377, 1.531], [2.333, 0.452, 2.213], [1.204, 0.914, 1.444], [0.872, 2.149, 1.691], [-0.249, 2.933, 1.311], [-0.265, 4.260, 1.819], [-1.240, 5.173, 1.512], [-2.260, 4.820, 0.637], [-2.292, 3.526, 0.134], [-1.348, 2.581, 0.483], [-1.505, 1.278, 0.044], [1.990, -3.119, 1.237], [1.394, -2.761, 2.600], [0.021, -2.053, 2.596], [-0.778, -2.175, 1.404], [-1.740, -3.047, 1.434], [-2.826, -3.144, 0.518], [-3.690, -4.258, 0.569], [-4.799, -4.352, -0.236], [-5.072, -3.356, -1.166], [-4.255, -2.237, -1.229], [-3.167, -2.115, -0.390], [-2.439, -0.952, -0.342], [2.977, -3.473, -1.126], [2.182, -2.084, -1.908], [1.202, -3.385, -1.244], [3.035, -0.470, -0.566], [4.104, -1.753, 0.063], [4.243, 0.312, 1.253], [3.855, -1.043, 2.291], [2.843, 1.314, 2.678], [1.924, -0.130, 3.047], [1.554, 2.720, 2.337], [0.528, 4.538, 2.498], [-1.215, 6.165, 1.940], [-3.035, 5.519, 0.364], [-3.085, 3.248, -0.543], [3.003, -3.523, 1.406], [1.381, -3.933, 0.836], [2.091, -2.156, 3.178], [1.300, -3.711, 3.131], [0.169, -0.982, 2.722], [-0.542, -2.415, 3.468], [-1.788, -3.758, 2.268], [-3.474, -5.047, 1.275], [-5.459, -5.202, -0.150], [-5.921, -3.435, -1.824], [-4.470, -1.449, -1.934], [0.584, 1.692, -3.908], [1.569, 2.106, -2.427], [1.008, 3.740, -1.816], [3.266, 2.341, -3.084], [1.558, 1.083, -1.351], [0.494, 2.544, -4.575], [-0.399, 1.337, -3.611], [1.090, 0.872, -4.414], [1.153, 4.524, -2.553], [1.563, 3.967, -0.910], [-0.045, 3.675, -1.549], [3.280, 3.057, -3.900], [3.620, 1.376, -3.439], [3.919, 2.680, -2.285], [-3.242, 1.124, -2.431], [-2.869, 0.586, -0.524], [-0.293, -1.047, -2.323], [-4.457, 0.980, 0.661]]}

For each record above, in turn, the calculated energy relative to the best compared isomer or geometry (same formula, charge and spin) values are 72.5, 90.7, 0.0, 108.5 kJ/mol.
For each record above, in turn, the calculated max |F| values are 0.0823, 0.1058, 0.0480, 0.0518 hartree/bohr.